An isolated molecule of C2H4NOP, computed with ωB97M-V with the def2-TZVPD basis set.

```
! wB97M-V def2-TZVPD RIJCOSX def2/J DEFGRID3
* xyz 0 1
P 1.8204 -1.7296 0.1329
O 0.3125 -1.7070 -0.6081
N 1.6455 -0.6990 1.3200
C -0.1324 -0.4578 -1.0578
C 1.5284 0.3851 1.8251
H 0.9577 0.6420 2.7221
H -0.3927 0.1107 -0.2482
H -1.1108 -0.5200 -1.7464
H 0.7449 0.1562 -1.6113
*
```

## Properties
Energy above the lowest of the compared OMol25 structures with the same formula, charge and spin in kJ/mol: 253.6
LUMO energy in eV: -0.1
Frontier orbital gap in Ha: 0.2790


A structure of composition C7H28AgO11P, computed with ωB97M-V with the def2-TZVPD basis set.

```
! wB97M-V def2-TZVPD RIJCOSX def2/J DEFGRID3
* xyz -2 1
Ag 0.0359 0.2702 -0.2131
P 0.4757 3.1001 -0.2432
O -1.7905 0.8079 1.4099
O 2.1882 0.7004 -2.9788
O -1.3331 -1.7286 2.4569
O 0.4916 4.4448 -1.0725
O 1.4403 2.0648 -0.9115
O 1.5550 1.0228 2.0786
O -0.9687 2.5236 -0.2371
O 0.9101 3.3925 1.2236
O 1.4246 -1.6186 0.6192
O -1.3797 -1.1936 -1.6999
O -2.3171 1.4232 -2.2055
C -3.1898 0.7422 1.3168
C -0.9449 -2.0705 -2.7269
C -1.4595 1.5633 -3.2641
C -0.4189 -1.8828 3.5482
C 1.2444 -2.9725 0.3573
C 1.9776 1.0292 3.4160
C 2.5913 -0.4624 -2.3177
H -3.6817 1.6761 1.5888
H 0.0462 -2.4734 -2.5184
H 2.1429 -0.0064 3.7131
H -0.8903 -1.6084 -3.7126
H 2.1119 -1.5495 1.2859
H 1.2378 1.8611 1.7346
H 1.2353 1.5228 4.0432
H -1.6097 -2.9289 -2.8224
H -1.4015 2.6254 -3.5019
H 1.8036 -0.8887 -1.6965
H -0.4308 -2.8745 4.0005
H -1.9470 1.9847 -1.5205
H -1.3406 -0.8061 2.1911
H -1.7713 -0.4083 -2.0894
H -1.7591 1.0295 -4.1660
H 1.8749 1.2687 -2.2714
H 0.5942 -1.6380 3.2291
H -3.4091 0.4881 0.2797
H 0.4235 -3.0967 -0.3490
H 3.3826 -0.1921 -1.6185
H -1.4729 1.5017 0.8274
H -0.4449 1.2490 -3.0194
H 2.0737 -3.4266 -0.1851
H 2.8792 1.6319 3.5250
H 1.0947 -3.6368 1.2084
H -3.5934 -0.0582 1.9369
H 2.9792 -1.2279 -2.9898
H -0.6597 -1.1749 4.3413
*
```

## Properties
LUMO energy in eV: 4.7
Frontier orbital gap in Ha: 0.1668


An isolated molecule of C3H7NO2, computed with ωB97M-V with the def2-TZVPD basis set.

```
! wB97M-V def2-TZVPD RIJCOSX def2/J DEFGRID3
* xyz 0 1
O 0.2510 1.6188 -1.7885
O -0.9211 -0.2938 -2.0318
N 0.8507 -0.1596 -0.5615
C 0.2593 -0.9533 0.5232
C -0.4428 -0.1122 1.5704
C -0.0393 0.3216 -1.4969
H 0.2388 0.3481 2.2885
H -1.0207 0.6813 1.1104
H 1.5268 0.5315 -0.2746
H 1.0997 -1.4998 0.9555
H -0.3802 -1.6877 0.1004
H -0.2723 1.9035 -2.5528
H -1.1499 -0.6983 2.1578
*
```

## Properties
Energy above the lowest of the compared OMol25 structures with the same formula, charge and spin in kJ/mol: 19.8
LUMO energy in eV: 0.8
Frontier orbital gap in Ha: 0.3999
SMILES string: CCNC(=O)O


A cluster of 2 separate species, C3H5NO2 in total, computed with ωB97M-V with the def2-TZVPD basis set.

```
! wB97M-V def2-TZVPD RIJCOSX def2/J DEFGRID3
* xyz 0 1
O 0.5014 2.0871 0.5454
O -2.4067 -1.8425 1.6679
N 0.3883 -0.1010 -0.0995
C 0.4159 0.9058 0.8136
C 0.4636 0.1463 -1.5241
C -1.5074 -1.3649 2.1740
H 1.3149 -0.3753 -1.9748
H 0.5955 1.2215 -1.6585
H 0.3393 0.5347 1.8490
H 0.3521 -1.0484 0.2401
H -0.4567 -0.1633 -2.0331
*
```

## Properties
Energy above the lowest of the compared OMol25 structures with the same formula, charge and spin in kJ/mol: 81.6
LUMO energy in eV: 0.8
Frontier orbital gap in Ha: 0.3904


A cluster of 2 separate species, C4H10NO3 in total, computed with ωB97M-V with the def2-TZVPD basis set.

```
! wB97M-V def2-TZVPD RIJCOSX def2/J DEFGRID3
* xyz 1 1
O 1.5353 2.1356 -0.3166
O 0.5031 -2.3803 -1.7807
O -1.8601 -0.6043 -1.0509
N 1.0940 0.1582 1.6211
C -1.0642 0.8197 0.6729
C 1.0434 1.1110 -0.6796
C -2.1381 0.2733 -0.2819
C 0.3133 0.1908 0.2968
H 0.1914 -0.8378 -0.0332
H -1.2824 0.5786 1.7145
H 2.0901 0.3172 1.4116
H -3.1123 0.7625 -0.3174
H 0.9312 0.8020 -1.7187
H 1.1982 -2.7522 -2.3466
H 1.1973 -0.7342 2.1079
H -1.0939 1.9088 0.5875
H 0.8052 0.8953 2.2572
H -0.3514 -2.6444 -2.1439
*
```

## Properties
Energy above the lowest of the compared OMol25 structures with the same formula, charge and spin in kJ/mol: 159.8
LUMO energy in eV: -3.9
Frontier orbital gap in Ha: 0.3796


An isolated molecule of C4H7NO, computed with ωB97M-V with the def2-TZVPD basis set.

```
! wB97M-V def2-TZVPD RIJCOSX def2/J DEFGRID3
* xyz 0 1
O -0.6217 -2.0232 0.5200
N -0.2311 1.0790 -0.9384
C -0.4364 1.6890 0.3352
C 1.3041 -0.9827 -0.3286
C -0.0095 0.1600 0.1558
C -0.9374 -0.8675 0.6865
H -1.0638 0.9294 -1.4884
H -1.4914 1.9581 0.5647
H 1.9892 -1.1718 0.4988
H 1.6707 -0.3623 -1.1204
H 0.2448 2.4791 0.6524
H 1.1211 -2.0030 -0.7774
H -1.8206 -0.6656 1.3119
*
```

## Properties
Energy above the lowest of the compared OMol25 structures with the same formula, charge and spin in kJ/mol: 447.7
LUMO energy in eV: 0.8
Frontier orbital gap in Ha: 0.3791
SMILES string: C[C@@]1(C=O)CN1


A structure of composition C11H17EuInOP, computed with ωB97M-V with the def2-TZVPD basis set.

```
! wB97M-V def2-TZVPD RIJCOSX def2/J DEFGRID3
* xyz 2 7
Eu -4.7531 -1.9758 -1.1679
In -0.6411 -0.3229 -1.7411
P 0.9951 -0.7962 -3.6492
O 0.3700 -1.8361 -4.5946
C 0.9007 -0.6047 1.0639
C 2.3780 -0.6386 0.7627
C 1.4378 0.8953 3.1707
C -1.0393 2.6587 -0.3329
C 3.3554 0.0515 1.6112
C -1.0530 0.3245 2.7453
C -2.6271 -1.2681 -2.4448
C 0.4643 0.1928 2.3002
C -1.0318 1.8697 -1.5582
C -0.0989 -1.3608 0.1976
C 2.9069 0.8177 2.8512
H -1.5283 -0.6875 2.5601
H -1.0831 0.4822 3.8634
H 1.1800 0.4003 -4.4097
H 3.6543 1.3234 3.5278
H -0.1524 3.3294 -0.1262
H 1.1012 1.4551 4.0890
H -2.4223 -2.3254 -2.7935
H -1.9364 2.6282 0.3408
H 2.7716 -1.1984 -0.1234
H 4.4555 0.0496 1.4054
H -1.0261 -1.5581 0.8123
H -1.2743 2.4213 -2.5237
H -3.1257 -0.6086 -3.2106
H -3.2851 -1.2652 -1.5183
H -1.5564 1.1458 2.1673
H 2.2634 -1.2592 -3.1821
H 0.3999 -2.3401 -0.0926
*
```

## Properties
LUMO energy (spin up / spin down) in eV: -9.4 / -9.2
Expectation value of S²: 12.015
Frontier orbital gap (spin up / spin down) in Ha: 0.1191 / 0.1238


Short version: F_max = 4.19 5.75 1.50 1.72 1.94 2.06 6.25 eV Å⁻¹, in the order given.